Density functional theory data (ωB97M-V with the def2-TZVPD basis set) for C34H44I3N3OOsP2Si2 as an isolated structure in a non-equilibrium geometry.

Each line ends with the Löwdin charge.
Positions of all 90 atoms, in Å:
Os: -0.307 1.020 0.283  1.139
C: -0.374 1.325 -4.666  -0.153
Si: -0.860 1.964 -2.996  0.339
C: 0.009 3.594 -2.795  -0.214
C: -2.681 2.211 -2.784  -0.154
N: -0.315 0.808 -1.756  -0.414
P: 0.237 -0.727 -1.752  0.767
C: 0.311 -0.770 0.003  -0.505
P: -0.685 -1.494 1.246  0.762
N: -1.223 -0.015 1.740  -0.417
Si: -2.458 0.352 2.998  0.366
C: -3.220 1.979 2.588  -0.204
C: -3.779 -0.944 3.042  -0.156
C: -1.571 0.395 4.630  -0.161
C: 0.241 -2.427 2.436  -0.313
C: -0.366 -2.932 3.590  -0.085
C: 0.401 -3.595 4.533  -0.043
C: 1.766 -3.763 4.326  -0.040
C: 2.371 -3.269 3.179  -0.051
C: 1.612 -2.592 2.236  -0.080
C: -2.058 -2.467 0.670  -0.322
C: -3.060 -1.848 -0.084  -0.101
C: -4.143 -2.587 -0.522  -0.051
C: -4.238 -3.939 -0.202  -0.040
C: -3.246 -4.556 0.543  -0.047
C: -2.148 -3.825 0.973  -0.069
C: 1.846 -0.954 -2.487  -0.295
C: 1.960 -1.283 -3.839  -0.072
C: 3.215 -1.386 -4.419  -0.045
C: 4.353 -1.178 -3.652  -0.043
C: 4.246 -0.871 -2.301  -0.057
C: 2.995 -0.754 -1.718  -0.111
C: -0.822 -1.947 -2.494  -0.320
C: -0.581 -3.291 -2.205  -0.077
C: -1.340 -4.272 -2.817  -0.049
C: -2.329 -3.915 -3.729  -0.044
C: -2.567 -2.581 -4.022  -0.046
C: -1.816 -1.592 -3.400  -0.079
H: -0.568 2.120 -5.391  0.054
H: -0.915 0.442 -5.006  0.025
H: 0.696 1.106 -4.703  0.035
H: -0.399 4.299 -3.524  0.055
H: 1.077 3.515 -3.020  0.016
H: -0.121 4.025 -1.806  -0.020
H: -3.037 3.038 -3.404  0.050
H: -2.896 2.458 -1.740  0.019
H: -3.269 1.329 -3.049  0.031
H: -3.307 2.112 1.509  0.001
H: -2.670 2.825 3.005  0.020
H: -4.231 2.022 3.003  0.053
H: -4.455 -0.852 2.189  0.042
H: -4.366 -0.791 3.952  0.055
H: -3.412 -1.972 3.061  0.022
H: -0.565 0.811 4.563  -0.032
H: -1.482 -0.600 5.072  0.032
H: -2.136 1.014 5.332  0.050
H: -1.431 -2.816 3.752  0.102
H: -0.065 -3.987 5.427  0.120
H: 2.360 -4.285 5.064  0.120
H: 3.432 -3.411 3.021  0.117
H: 2.083 -2.201 1.341  0.093
H: -2.999 -0.790 -0.319  0.107
H: -4.921 -2.113 -1.106  0.119
H: -5.095 -4.510 -0.535  0.120
H: -3.325 -5.607 0.789  0.118
H: -1.370 -4.312 1.545  0.109
H: 1.075 -1.472 -4.435  0.112
H: 3.305 -1.639 -5.467  0.119
H: 5.331 -1.268 -4.107  0.119
H: 5.139 -0.732 -1.706  0.114
H: 2.904 -0.523 -0.663  0.069
H: 0.205 -3.575 -1.512  0.122
H: -1.159 -5.315 -2.592  0.119
H: -2.915 -4.685 -4.213  0.119
H: -3.335 -2.308 -4.733  0.119
H: -2.019 -0.554 -3.615  0.064
I: 1.800 1.524 2.970  0.909
C: 3.161 2.108 1.466  -1.076
I: 2.164 2.664 -0.319  1.031
H: 3.809 1.267 1.251  -0.029
H: 3.717 2.967 1.817  -0.023
N: -0.600 4.385 1.928  0.218
C: -1.287 4.095 0.831  -0.661
O: -1.248 2.974 0.284  -0.253
C: -2.095 5.186 0.199  -0.545
I: -4.064 5.228 1.010  0.929
H: -0.072 3.664 2.402  0.030
H: -0.686 5.287 2.367  0.137
H: -2.201 4.993 -0.862  0.047
H: -1.665 6.167 0.374  0.062

For the energy above the lowest of the compared OMol25 structures with the same formula, charge and spin, the calculation gives 0.000 eV. Its frontier orbital gap (alpha / beta) is 6.49 / 6.49 eV. The charge is +2. Its highest occupied orbital energy (alpha / beta) is -0.480 / -0.482 hartree.